Density functional theory data (wB97M-V/def2-TZVPD) for C8H22ClFeN2O2 as an isolated structure in a non-equilibrium geometry.

Geometry as XYZ:
```
36
Properties=species:S:1:pos:R:3:forces:R:3
N -1.724 3.475 0.312 2.37 0.29 1.22
H 1.271 6.387 -1.043 -1.03 -0.57 0.06
C -0.867 4.622 0.075 -3.53 0.35 -2.27
C 0.339 4.569 1.033 2.05 0.70 0.57
H 0.318 -3.161 1.933 0.13 -0.12 0.15
C 1.909 5.933 -0.285 0.20 1.08 -0.17
H -0.484 -5.257 -1.636 -0.20 0.10 -0.23
C 0.674 -7.446 -1.382 -0.19 -0.59 0.36
H 0.250 5.365 1.773 -0.25 0.63 -0.23
H 2.039 6.713 0.464 0.04 -0.17 0.34
H 1.338 -3.771 -0.018 0.60 -0.65 -0.71
H -1.164 2.656 0.127 -0.11 -1.23 -1.07
Cl 0.252 0.335 0.109 -0.05 -0.02 -0.15
O 0.977 -6.268 -0.640 -0.47 -0.23 -0.43
O 1.538 4.687 0.295 -0.98 -0.70 0.45
H -0.428 -2.156 -0.147 1.43 1.56 -0.32
H 0.277 3.686 1.670 0.84 -0.46 -0.63
C 0.299 -4.097 0.009 -0.27 -0.63 -1.88
H -0.210 -7.935 -0.973 -0.11 -0.14 0.38
C -0.167 -5.434 -0.608 2.04 -0.11 -0.79
H -1.031 6.794 0.151 -0.36 0.08 -0.17
Fe 2.317 -0.121 -1.272 -0.43 0.05 0.31
C -0.008 -4.090 1.464 -1.18 0.74 2.12
H 2.826 5.861 -0.870 0.22 -0.79 0.58
H -0.542 4.391 -0.939 0.61 0.56 0.03
H 0.406 -7.287 -2.426 0.39 0.53 -0.20
H -2.524 5.983 -0.569 0.46 0.06 -0.24
H 1.500 -8.154 -1.309 0.06 0.33 -0.01
H -0.974 -5.958 -0.095 -0.24 0.39 0.46
H -2.194 5.854 1.133 -0.04 0.53 0.19
H -2.027 3.299 1.259 -1.04 0.59 0.42
H -1.082 -4.188 1.619 -0.11 0.02 0.11
H -1.412 -3.230 -0.697 -0.62 -0.60 -1.31
N -0.422 -3.046 -0.623 -1.37 -0.30 2.50
H 0.446 -4.955 1.947 0.32 0.06 -0.26
C -1.714 5.945 0.159 0.80 -1.30 0.81
```
Forces are in eV/Å.

Calculated values
* relative energy (zero: lowest compared OMol25 entry of this formula, charge and spin): 5.6 kcal/mol
* charge: +1
* HOMO energy (spin up / spin down): -5.7 / -11.9 eV
* <S²>: 20.014
* total energy: -2301.24353 a.u.
* LUMO level (spin up / spin down): -2.21 / -7.80 eV
* multiplicity: 9


Density functional theory data (wB97M-V/def2-TZVPD) for a 12-piece molecular cluster, C8H20B2O26 overall in a non-equilibrium geometry.

Geometry as XYZ:
```
56
Properties=species:S:1:pos:R:3:forces:R:3
O 10.974 11.760 32.596 0.02 -0.84 0.38
H 8.746 17.009 31.018 0.60 -0.90 -0.43
O 10.466 9.527 28.539 -0.30 0.80 3.49
H 15.808 16.102 32.509 0.09 -0.16 0.21
H 14.076 12.951 33.805 -0.51 -0.15 -0.02
C 11.662 9.901 33.885 -0.01 -1.11 1.05
O 13.275 12.673 31.033 -2.37 0.44 0.62
H 16.628 16.534 26.839 -0.04 0.21 -0.06
H 6.586 13.507 29.555 0.26 0.00 0.14
O 15.140 16.268 31.843 0.36 0.33 -0.18
H 16.352 15.745 28.102 -0.14 -0.30 0.44
O 14.095 14.119 29.413 3.62 -1.11 0.29
O 8.774 17.899 31.369 -0.26 0.80 0.21
O 9.783 13.033 28.421 -1.38 -1.88 -1.81
H 8.067 17.924 32.014 -0.10 -0.05 0.13
C 8.884 10.057 30.400 -0.22 -0.46 -1.77
H 15.350 12.371 34.382 -0.01 -0.21 -0.18
C 10.776 13.318 29.056 0.34 3.93 3.21
H 17.566 11.761 28.229 -0.12 0.43 0.20
C 10.295 9.913 29.714 -0.71 -0.67 -3.79
O 9.085 10.407 31.622 0.95 0.85 2.03
O 12.120 12.240 34.477 -0.50 -0.92 -0.66
O 9.770 15.192 30.229 -1.30 1.47 0.92
O 13.013 16.955 29.271 0.42 1.29 -0.61
B 10.544 10.519 31.918 -0.24 0.12 -0.74
C 10.732 14.477 30.011 0.65 -2.94 -2.15
O 16.389 15.661 27.149 0.21 -0.03 -0.39
O 12.019 14.739 30.465 1.54 -1.01 0.25
H 18.714 12.282 27.391 -0.03 0.22 -0.01
C 11.622 11.437 33.709 0.74 1.55 0.37
H 14.232 9.795 31.907 0.09 0.54 -0.14
H 13.916 16.660 29.153 0.08 -0.21 0.06
B 12.877 13.623 29.991 -4.56 0.56 -1.58
O 14.873 13.194 34.275 0.58 0.59 0.30
O 7.799 9.872 29.911 0.33 -0.19 -0.13
H 17.529 10.175 29.305 0.11 -0.24 -0.07
H 15.265 8.835 32.456 0.16 0.18 0.03
O 18.292 11.472 27.676 0.28 -0.28 -0.69
O 19.150 14.630 31.199 0.44 0.26 -0.01
O 17.604 10.605 30.157 0.25 -0.46 0.28
C 14.496 12.465 30.966 2.18 -0.47 -0.10
H 14.545 15.522 31.909 -0.49 -0.16 -0.02
H 12.522 16.154 29.456 -0.39 -0.61 0.53
O 15.110 11.711 31.672 1.30 -0.97 0.53
O 14.426 8.862 31.997 -0.18 -0.74 0.03
O 12.047 12.859 28.958 1.39 0.16 0.58
H 16.951 11.305 30.131 -0.42 0.39 0.48
C 15.124 13.370 29.895 0.38 2.21 -1.20
O 12.206 9.275 34.814 -1.72 1.55 -2.86
O 10.885 9.456 32.881 1.34 -0.93 1.24
H 18.206 14.498 31.101 -0.49 -0.22 -0.27
O 11.192 10.317 30.563 0.12 -0.07 1.40
O 16.326 13.511 29.615 -2.34 -0.58 0.45
H 19.313 14.515 32.135 -0.02 -0.09 0.18
O 6.645 13.457 28.601 -0.95 0.11 -0.20
H 7.545 13.178 28.431 0.97 -0.03 0.03
```
Forces are in eV/Å.

Calculated values
* charge: -3
* HOMO energy (spin up / spin down): 3.7 / -0.3 eV
* <S²>: 0.753
* total energy: -2323.25283 a.u.
* LUMO level (spin up / spin down): 5.74 / 5.74 eV
* multiplicity: 2


Density functional theory data (wB97M-V/def2-TZVPD) for one molecule with the formula C4H9NO2 in a non-equilibrium geometry.

Geometry as XYZ:
```
16
Properties=species:S:1:pos:R:3:forces:R:3
H -1.923 0.654 -1.212 0.00 0.11 0.27
C 1.283 0.296 0.036 0.75 0.52 -0.64
H -1.359 -1.990 0.522 -0.12 0.29 -0.08
O -0.273 0.515 -2.353 -0.09 -0.48 0.54
H 0.039 -2.012 1.543 0.72 -0.23 0.03
H 1.747 0.187 -0.967 -0.20 -0.22 0.02
C -0.974 0.125 -1.164 -0.25 0.29 -0.29
H -0.312 1.590 0.203 0.09 0.01 0.01
C -0.906 -1.516 1.390 -0.12 -0.27 0.13
H 0.370 -0.183 -2.503 0.12 0.12 -0.36
N -0.818 -0.073 1.299 -0.51 0.33 -0.13
H -1.530 -1.783 2.236 -0.15 0.05 0.15
H -1.242 -0.930 -1.170 0.25 -0.14 -0.18
O 2.032 0.422 0.970 -0.35 -0.30 0.43
C -0.218 0.500 0.114 -0.10 -0.05 0.06
H -0.351 0.303 2.112 -0.04 -0.03 0.04
```
Forces are in eV/Å.

Calculated values
* relative energy (zero: lowest compared OMol25 entry of this formula, charge and spin): 52.9 kcal/mol
* charge: 0
* HOMO energy: -9.0 eV
* SMILES string: CN[C@@H](C=O)CO
* total energy: -363.00120 a.u.
* LUMO level: 0.63 eV